[1]
DFT (the ωB97M-V functional and the def2-TZVPD basis) results for a cluster of 6 separate species, H11O5S in total in a non-equilibrium geometry.

The geometry in XYZ format:
```
17
Properties=species:S:1:pos:R:3
S 1.6702 0.8006 -1.3741
H 2.2568 1.9950 -1.3336
H -0.8817 -2.9723 -0.0076
H -0.0773 -1.7996 0.3941
O -0.9943 -2.1653 0.5120
H -2.1482 1.5721 -0.1611
H -1.5612 0.3407 0.3790
O -1.4303 1.3011 0.4351
H -1.0187 0.6116 -2.1565
H -1.2533 -0.8211 -1.7825
O -1.7373 -0.0436 -2.0864
H 0.0893 1.1009 1.6117
H 1.2721 1.6031 0.9487
O 0.9762 1.4139 1.8676
H 1.7417 -0.5261 0.2497
H 1.5050 -1.0690 1.7114
O 1.5909 -1.3420 0.7924
```

As for the net charge: -1. As for the gap between HOMO and LUMO: 7.4 eV.

In elementary charge units, the Löwdin charges are: number 1, S, carries 0.08; number 2, H, carries -0.38; number 3, H, carries 0.03; number 4, H, carries 0.00; number 5, O, carries -0.10; number 6, H, carries 0.05; number 7, H, carries 0.02; number 8, O, carries -0.09; number 9, H, carries -0.03; number 10, H, carries 0.01; number 11, O, carries -0.11; number 12, H, carries -0.01; number 13, H, carries -0.05; number 14, O, carries -0.13; number 15, H, carries -0.14; number 16, H, carries 0.03; number 17, O, carries -0.16



[2]
DFT (the ωB97M-V functional and the def2-TZVPD basis) results for a cluster of 6 separate species, H11S6 in total in a non-equilibrium geometry.

The geometry in XYZ format:
```
17
Properties=species:S:1:pos:R:3
S -1.1981 -3.8480 1.6173
H 0.0813 -4.2156 1.6823
S 0.4365 -0.5967 -3.3957
H -0.1744 -1.7034 -2.9307
H 1.1297 -0.2795 -2.3328
S 1.7398 -1.7302 0.2471
H 2.5447 -2.4715 1.0289
H -1.1348 -3.1398 0.4886
S -0.1242 0.7494 4.0658
H 0.1881 -0.4832 3.5639
H -1.2372 0.9104 3.3157
S 3.8054 1.8751 0.8408
H 2.6494 1.2288 0.8788
H 4.3410 1.2122 -0.1859
S -4.2202 3.7837 -2.5062
H -5.0012 4.8669 -2.5766
H -3.8257 3.8413 -3.8013
```

Its spin multiplicity is 2. As for the expectation value of S²: 0.751. As for the net charge: -2. As for the gap between HOMO and LUMO (alpha / beta): 1.7 / 6.2 eV.

In elementary charge units, the Löwdin charges are: number 1, S, carries 0.38; number 2, H, carries -0.24; number 3, S, carries 0.37; number 4, H, carries -0.22; number 5, H, carries -0.29; number 6, S, carries -0.23; number 7, H, carries -0.46; number 8, H, carries -0.25; number 9, S, carries 0.40; number 10, H, carries -0.21; number 11, H, carries -0.22; number 12, S, carries 0.41; number 13, H, carries -0.27; number 14, H, carries -0.23; number 15, S, carries -0.24; number 16, H, carries -0.36; number 17, H, carries -0.32



One value per record, in order, for electronic energy: -781.05400; -2395.61352 Ha.